[1]
Entry from the OMol25 dataset: a molecular structure, C17H25LuN3O3P in a non-equilibrium geometry (wB97M-V/def2-TZVPD).

Structure (XYZ):
```
50
Properties=species:S:1:pos:R:3:forces:R:3:mulliken_charge:R:1
H 3.466909 2.134626 0.769833 -0.24 -0.06 0.00 0.413
C -2.752082 -1.037878 1.546451 1.32 -1.65 0.17 0.290
Lu 0.308580 -0.483817 -0.539904 0.63 5.75 -2.91 1.092
C -3.289653 -1.596762 3.843952 -1.80 -0.42 -1.12 -0.196
C 2.356406 3.205477 -1.552184 0.38 1.90 -1.05 -1.080
C 3.601625 -1.129214 1.129321 0.90 -0.61 0.53 -1.199
H -0.855539 -2.209417 -2.823928 -0.25 0.08 -0.02 0.347
O -0.924249 0.524895 1.116864 -0.87 -2.34 0.55 -0.560
P 2.245193 0.006681 1.092890 -0.02 0.56 -1.03 0.774
H -2.200455 -2.104998 -1.645543 -0.11 0.00 -0.15 0.368
O -0.489402 -3.054466 1.248635 3.02 7.80 -5.52 -0.324
C -0.126838 -2.092483 0.558540 -3.83 -14.46 10.37 0.358
H 3.302745 -2.081221 1.593984 0.17 0.26 -0.04 0.396
H -3.903024 -2.177334 4.542358 0.31 0.31 -0.26 0.443
C -2.271119 0.546303 -1.443632 -0.56 0.08 -0.45 -0.786
C 0.703472 2.714538 -3.248441 -1.39 -0.92 -0.92 -0.988
C 1.677014 3.556669 -2.712855 1.08 0.24 1.16 -0.375
H 2.323587 -0.816901 -2.226346 -0.18 -0.44 -0.22 0.366
C -3.560522 -1.687271 2.440661 -0.63 -0.65 1.76 -1.184
O 1.707633 -1.573919 -2.100774 0.64 -0.04 1.07 -0.669
H 3.124048 3.862192 -1.138836 -0.26 -0.14 -0.21 0.470
C 0.434236 1.534328 -2.600732 0.51 0.98 -0.50 0.943
H -2.704981 0.033741 -0.577518 0.01 0.32 -0.46 0.324
H 4.379583 -0.658463 1.733636 0.32 -0.33 -0.06 0.418
H 2.559321 0.614409 3.316925 -0.12 0.04 0.42 0.551
H -1.856905 1.504365 -1.120845 -0.15 -0.07 -0.06 0.357
H -2.108167 -0.572521 5.314420 -0.04 -0.24 -0.63 0.393
C -0.488978 0.438879 -3.125514 -0.18 0.23 0.02 -1.122
H 2.231272 -2.236107 -1.595964 -0.14 0.23 -0.73 0.348
H -2.407888 -1.437637 -3.301041 0.06 -0.39 0.16 0.373
C 2.684393 1.523908 0.317110 -0.25 0.75 -1.09 -1.519
H -2.522102 -1.705120 0.684572 -0.69 1.75 -0.23 0.088
H 0.867925 0.937181 2.825091 0.56 -0.06 -0.29 0.093
H -0.796593 0.659871 3.783833 -0.72 -0.54 -1.52 0.529
H 1.379987 -0.728336 3.195890 0.24 0.22 -0.03 0.479
H -3.037068 0.701793 -2.213730 -0.05 0.15 0.22 0.424
H 4.003410 -1.331817 0.128218 -0.10 0.19 0.25 0.325
H 0.156057 2.948701 -4.169063 0.33 0.07 0.42 0.490
N 1.109263 1.243845 -1.466242 -0.04 -0.34 -0.13 0.170
H 1.915545 4.498522 -3.206679 -0.06 -0.26 0.13 0.446
C -2.319240 -0.762958 4.251422 1.74 1.44 0.04 -0.848
H -4.397348 -2.380333 2.173711 1.16 0.69 -0.37 0.386
H 0.100932 -0.307705 -3.668116 -0.10 0.12 -0.03 0.329
C -1.699880 -1.600168 -2.475271 -0.05 0.39 -0.41 -0.978
C 2.067165 2.022047 -0.890662 0.47 -1.61 1.86 1.262
N -1.203541 -0.282707 -2.024956 -1.01 0.09 -1.45 -0.120
C 1.702761 0.231582 2.762701 0.11 0.02 1.17 -1.245
C -1.525084 -0.038542 3.294804 -0.83 0.00 2.63 0.278
N -1.727253 -0.208772 2.004002 0.55 0.84 -0.88 0.311
H -1.241148 0.852312 -3.801047 0.14 0.06 -0.16 0.559
```
Positions in Å, forces in eV/Å.

* spin multiplicity: 1
* HOMO energy (alpha / beta): -12.6111 / -12.6118 eV
* charge: +2
* LUMO energy (alpha / beta): -0.309 / -0.309 hartree

=====

[2]
Entry from the OMol25 dataset: a molecular structure, C17H25N3O6P2Pd in a non-equilibrium geometry (wB97M-V/def2-TZVPD).

Structure (XYZ):
```
54
Properties=species:S:1:pos:R:3:forces:R:3:mulliken_charge:R:1
H 2.124176 -3.691714 -2.592428 0.04 0.04 0.10 0.379
C -1.055482 -2.587394 4.048436 0.00 0.05 -0.09 -0.743
H 2.971158 -1.630884 -3.865815 -0.01 0.00 -0.01 0.430
C -4.685271 1.044546 0.615038 -0.03 0.01 0.00 -1.270
P 3.213607 -1.258242 -0.116188 -0.19 0.15 -0.38 0.840
C -2.486280 1.475024 -0.556531 0.02 0.06 0.18 0.964
O 0.493812 -1.915543 -3.312964 0.54 0.08 0.12 -0.569
H -2.610354 0.794915 2.161876 0.06 -0.03 -0.05 0.616
C -2.721796 2.299113 -1.613603 0.06 0.00 0.02 -0.539
H 2.097096 3.441806 2.038395 -0.01 -0.02 0.00 0.417
C -1.910972 -1.581258 3.781140 0.10 0.00 -0.02 -0.962
H 1.790805 1.887306 0.026872 0.05 -0.13 0.06 0.062
C -1.685647 0.263842 1.977235 -0.04 0.43 -0.22 -0.911
H 0.955066 -3.082751 3.036599 0.03 -0.02 0.00 0.566
N -0.069513 -1.399373 2.387941 -0.12 -0.11 0.11 -0.057
H 0.181488 4.089044 -1.830643 0.05 0.02 -0.01 0.503
P 0.743322 -1.381152 -1.825060 -0.05 -0.06 0.02 0.846
O 0.596683 0.099398 -1.655940 -0.03 0.07 0.10 -0.513
C -1.304868 -0.809703 2.714679 0.14 -0.34 0.19 0.402
H 3.525760 -3.695023 -1.681030 -0.17 0.05 0.00 0.389
C -0.514803 3.345553 -1.473771 -0.03 -0.05 0.07 -0.976
H 0.380340 3.817587 1.981166 0.01 0.00 0.00 0.370
C -3.535731 0.453328 -0.206947 0.03 -0.08 -0.08 -1.261
H -4.356755 1.507280 1.546253 0.01 0.01 0.04 0.376
O 3.054711 0.214889 0.003247 -0.01 -0.05 0.02 -0.628
H -3.941742 0.085279 -1.150604 -0.01 0.00 0.01 0.607
H 5.288617 -1.610607 0.493680 0.43 0.15 0.46 0.405
C -1.165206 1.561265 0.070893 -0.01 0.22 -0.32 0.383
H -2.852072 -1.367384 4.253227 -0.12 0.02 0.05 0.512
C 1.154578 2.749613 0.238929 0.08 0.09 -0.04 -0.529
Pd 0.829664 -0.572034 0.867659 0.60 0.58 0.58 0.566
H 0.926512 2.167080 2.351956 0.01 0.16 -0.12 0.181
H -3.658716 2.223852 -2.147965 -0.04 -0.03 -0.02 0.555
O 2.374270 -2.003687 0.939117 -0.35 0.34 -0.02 -0.644
H -5.198963 1.818769 0.048121 -0.02 0.02 -0.02 0.403
N -0.802800 0.720916 1.036705 0.10 -0.63 0.16 0.233
O 4.679097 -1.840380 -0.205398 -0.46 -0.22 -0.36 -0.527
H -2.015413 3.883947 -2.886602 -0.02 0.03 -0.02 0.457
H 2.020840 -3.652145 -0.926796 0.00 0.02 -0.15 0.331
C -0.156613 2.531294 -0.422274 -0.11 -0.11 -0.07 1.359
H -5.409622 0.270420 0.856972 -0.03 -0.03 0.01 0.401
O 0.069696 -2.244050 -0.804386 -0.13 -0.38 -0.40 -0.728
N 2.567088 -3.329932 -1.739574 0.13 -0.13 0.07 -0.259
H -0.397728 -1.844348 -3.647905 -0.50 -0.01 -0.18 0.396
H 1.625159 3.584926 -0.279913 0.00 -0.01 0.02 0.572
C -1.760678 3.235019 -2.058338 -0.02 0.04 -0.03 -0.853
H -3.101731 -0.424971 0.274128 -0.02 0.05 0.00 0.377
C 2.552086 -1.809561 -1.747820 0.12 -0.15 0.01 0.652
H -1.158787 -3.373710 4.775603 -0.02 -0.05 0.06 0.484
C 3.374718 -1.285571 -2.914906 -0.01 0.02 0.00 -1.658
H 4.418588 -1.587681 -2.831997 0.03 0.00 0.00 0.434
C 1.123613 3.055719 1.742673 -0.08 -0.18 0.14 -1.158
C 0.088552 -2.444934 3.132793 -0.02 0.11 0.04 -0.105
H 3.336441 -0.197698 -2.905935 0.00 0.02 -0.01 0.422
```
Positions in Å, forces in eV/Å.

* relative energy (zero: lowest compared OMol25 entry of this formula, charge and spin): 103.7 kJ/mol
* spin multiplicity: 1
* HOMO energy (alpha / beta): -14.8973 / -14.8893 eV
* charge: +2
* LUMO energy (alpha / beta): -0.354 / -0.353 hartree

=====

[3]
Entry from the OMol25 dataset: a molecular structure, C17H25N3O7P2PtS2Si (wB97M-V/def2-TZVPD).

Structure (XYZ):
```
58
Properties=species:S:1:pos:R:3:forces:R:3:mulliken_spin:R:1
H 1.205160 -5.373031 -1.540982 -0.01 -0.09 -0.02 0.000
C 2.202975 3.257590 1.441094 -0.04 0.05 -0.02 0.002
H -3.415117 2.771144 0.886920 -0.03 0.02 -0.04 0.000
C -1.399793 -1.383427 2.574198 -0.03 0.00 -0.01 0.003
P 2.131116 -3.513546 -0.935062 0.23 0.10 0.11 0.010
O 1.253679 -4.476596 -1.891105 -0.08 0.02 0.06 0.002
O 1.418701 -1.353129 -2.472770 0.03 0.00 0.01 0.002
C -3.200272 3.450040 0.058512 -0.12 -0.16 -0.03 0.016
H -2.029560 4.768000 2.760845 0.00 0.04 0.00 0.000
C -4.003477 -3.893834 1.321425 0.00 0.00 -0.03 0.000
O 4.998704 -2.022160 -1.075192 0.01 -0.07 0.04 0.002
H -3.157595 2.852550 -0.853030 -0.02 0.03 0.03 -0.003
C 2.536689 -2.186402 -2.167561 -0.04 -0.03 0.00 0.013
H -2.093069 6.205999 -1.256399 0.03 -0.01 -0.01 0.000
S -2.890754 -2.066056 3.163338 -0.05 -0.01 0.05 0.011
C -2.779791 -4.269299 -0.726337 -0.02 0.01 0.04 -0.001
H -4.026694 4.161663 -0.028763 0.01 -0.02 0.01 0.001
N -0.712904 -0.490785 3.316520 0.02 -0.04 -0.02 0.001
C -1.790714 -3.379587 -0.346290 -0.04 -0.04 -0.06 0.002
H 0.045303 -0.008174 2.854683 -0.02 0.02 -0.01 0.001
C -1.909646 -2.737767 0.880447 0.17 0.08 -0.07 -0.013
N 1.088297 1.244509 0.923697 -0.12 -0.02 -0.06 0.109
H 3.095871 3.767765 1.772781 -0.01 0.01 0.01 0.000
H -1.116450 4.931969 -2.000077 0.00 0.03 0.01 0.000
H -4.638016 -5.229556 -0.220896 0.00 0.01 0.00 0.000
C -0.111220 3.315651 0.663216 0.08 -0.04 0.13 -0.025
N -1.012370 -1.810174 1.409813 0.04 0.08 0.29 0.131
O 1.233386 -2.949881 0.148304 -0.01 0.07 -0.41 0.038
H 0.714076 -1.904051 -2.834392 0.00 -0.02 0.00 0.000
H -2.695120 -4.777404 -1.678328 -0.01 0.00 0.01 0.000
H -0.955444 6.015968 2.122700 -0.03 0.00 0.01 0.000
H 3.023644 1.260761 1.609086 0.01 -0.01 -0.05 0.002
H -1.167495 -0.031135 4.084037 -0.01 0.02 -0.01 0.000
H -0.924457 -3.197813 -0.965075 -0.03 0.01 0.02 0.002
C 2.181595 1.885779 1.345423 -0.05 -0.10 0.17 -0.009
P 3.704949 -1.145200 -1.242547 -0.20 -0.02 0.32 0.004
C -3.009913 -3.000830 1.695864 -0.05 -0.03 0.03 0.006
C -1.265442 5.512010 -1.086311 0.04 0.11 -0.17 0.000
H 3.491812 -1.962050 -4.088654 -0.01 0.00 0.00 0.000
H 4.595762 0.720918 -1.856768 -0.02 0.10 0.02 0.000
C -3.878715 -4.527491 0.096659 0.04 0.03 0.01 0.000
H -2.688400 6.099756 1.802015 0.02 -0.02 0.01 0.000
Pt 0.693209 -0.815979 0.384160 0.02 -0.26 0.22 1.328
C 1.037041 3.953931 1.119305 0.02 -0.03 -0.02 0.003
S -1.142526 0.816367 -0.192450 0.15 0.04 -0.08 0.307
H 4.032627 -3.392937 -3.185399 -0.01 0.00 0.02 0.000
Si -1.632261 4.394497 0.354114 0.08 -0.08 -0.01 -0.006
C -0.014328 1.917672 0.528180 -0.03 -0.01 -0.16 0.042
H 1.037784 5.035089 1.221083 0.00 -0.01 0.02 0.000
H 2.439924 -3.388408 -3.942748 0.00 0.01 -0.02 0.000
O 4.110961 -0.003913 -2.266952 0.10 -0.09 0.03 0.001
H -0.362537 6.101980 -0.910199 -0.02 0.00 -0.03 0.000
H 4.718605 -2.909217 -0.715160 -0.01 0.02 -0.03 -0.001
C -1.840995 5.415970 1.900991 -0.01 0.11 0.16 0.000
C 3.174603 -2.768846 -3.427974 -0.05 0.03 0.00 -0.001
O 3.423491 -4.146685 -0.539842 -0.08 0.04 0.00 0.005
O 3.126723 -0.655381 0.042566 0.13 0.14 -0.45 0.015
H -4.851609 -4.086828 1.965273 0.01 0.00 -0.01 0.000
```
Positions in Å, forces in eV/Å.

* spin multiplicity: 3
* HOMO energy (alpha / beta): -7.5582 / -7.8029 eV
* LUMO energy (alpha / beta): 0.009 / -0.011 hartree

=====

[4]
Entry from the OMol25 dataset: a molecular structure, C17H25N5O4Os in a non-equilibrium geometry (wB97M-V/def2-TZVPD).

Structure (XYZ):
```
52
Properties=species:S:1:pos:R:3:forces:R:3:mulliken_charge:R:1
C 0.947513 1.240774 2.857099 0.22 -0.14 0.00 1.015
C -1.802562 -2.649490 -0.405739 0.02 0.14 0.11 -0.701
H -1.036951 3.875684 3.776872 0.01 0.02 0.03 0.352
H -2.759395 0.486668 -1.100943 -0.02 0.01 0.01 0.133
C -2.917598 -3.438065 -2.350558 0.01 0.05 0.01 -0.613
H -2.913928 -0.417141 0.420380 -0.01 0.04 0.00 0.207
H -3.818458 -3.930240 -2.721568 0.01 -0.02 -0.01 0.324
C -1.012712 2.332695 1.663307 -0.18 -0.04 0.10 1.517
H 1.848546 1.558601 -4.236890 0.00 -0.02 -0.02 0.209
H 0.209938 1.008997 -4.332554 -0.01 -0.02 0.02 0.238
C 1.557777 2.156557 5.043966 0.04 -0.02 0.01 -0.324
C -2.861967 -0.507649 -0.664936 0.10 -0.03 0.03 -0.657
H -2.046422 -4.041965 -2.611402 -0.02 -0.02 -0.01 0.329
C -3.956685 -1.318782 -2.610682 0.00 -0.01 0.00 -0.648
C -2.111779 3.373655 1.700573 0.04 0.01 0.06 -1.925
O 1.269473 0.350683 1.999932 -0.34 0.03 -0.07 -0.844
N 1.040058 1.168444 -3.787311 -0.04 0.21 0.03 -0.406
H 2.723158 2.237559 -2.005435 0.04 0.00 0.07 0.500
H -1.869562 -2.542183 0.672016 0.06 -0.03 0.01 0.302
C -4.156692 -2.492491 -0.563284 0.00 0.02 -0.01 -0.672
H -3.866748 -0.333734 -3.073366 -0.03 0.00 -0.01 0.301
H -0.910891 -3.227726 -0.645321 -0.02 -0.03 0.00 0.281
H 1.290440 2.394142 0.008402 0.02 -0.02 0.07 0.365
H -5.060585 -2.981685 -0.930926 -0.01 -0.01 0.03 0.343
Os 0.191359 -0.089124 0.207843 -1.46 1.09 0.81 1.485
H 0.377641 3.840678 5.749886 0.00 0.00 0.00 0.388
C 0.997217 1.076848 -2.452006 0.05 -0.18 0.10 0.606
H -2.695878 3.277074 0.790056 -0.01 0.01 0.00 0.301
N -2.793078 -2.126748 -2.988456 0.01 -0.01 0.12 0.081
O -0.038918 0.713753 -1.872496 -0.15 0.03 -0.05 -0.495
O -1.049416 1.622104 0.633434 0.68 0.04 -0.66 -0.536
C 1.753337 1.256016 4.045586 -0.09 0.02 0.00 -0.668
C -0.252511 3.136447 3.843667 -0.01 0.00 -0.03 -1.117
H 2.579173 1.280228 0.480945 0.08 0.01 0.03 0.533
H 2.529386 0.504266 4.095009 0.00 0.00 0.02 0.453
C -1.604524 -1.463086 -2.469469 0.06 0.08 -0.02 -0.804
H -4.217150 -2.392059 0.521425 -0.02 -0.01 0.00 0.330
C -0.092731 2.219025 2.762085 -0.10 0.16 -0.05 0.337
H -4.859726 -1.807210 -2.981097 -0.01 0.02 -0.02 0.360
C 1.733687 1.408398 -0.182787 0.11 -0.20 -0.14 -1.223
H -1.692927 4.378718 1.758160 0.00 0.00 -0.03 0.440
H -0.714001 -2.044038 -2.716099 0.00 0.01 -0.03 0.194
H 2.878188 0.493686 -1.760718 0.00 0.03 -0.05 0.301
C 2.205205 1.347877 -1.625765 0.04 -0.12 -0.13 -0.834
H -1.544534 -0.483760 -2.930354 0.08 0.02 0.00 0.327
N -4.069350 -1.155181 -1.160779 0.05 -0.05 -0.02 0.137
N -2.996988 -3.318601 -0.898910 0.00 0.03 -0.02 0.068
H 2.195383 2.130424 5.919840 0.00 -0.01 0.00 0.370
O -0.167565 -1.368357 1.265119 0.84 -0.90 -0.13 -0.660
H -2.759951 3.237762 2.566491 -0.01 -0.03 -0.01 0.456
C 0.533637 3.126192 4.954080 -0.02 -0.01 -0.05 -0.873
N -1.631492 -1.280262 -0.990228 0.02 -0.15 -0.09 0.415
```
Positions in Å, forces in eV/Å.

* relative energy (zero: lowest compared OMol25 entry of this formula, charge and spin): 211.5 kJ/mol
* spin multiplicity: 1
* HOMO energy: -6.7282 eV
* LUMO energy: 0.011 hartree